(1)
# C9H12N2O

The molecule C9H12N2O at a distorted geometry (wB97M-V/def2-TZVPD, the Open Molecules 2025 dataset).

Properties
E in eV: -14547.1016
LUMO level in Ha: 0.0188
Frontier orbital gap in eV: 9.423
SMILES string: Cc1cccc(CN(C)N=O)c1

ORCA input file:
```
! RIJCOSX wB97M-V def2-TZVPD def2/J DEFGRID3
* xyz 0 1
C -3.410 -0.848 0.178
C -2.428 0.047 -0.370
C -2.121 1.437 0.082
C -0.938 2.198 0.146
C 0.191 1.532 -0.379
C 0.032 0.215 -0.695
C 1.216 -0.707 -0.800
N 2.437 -0.174 -0.171
C 2.718 -0.669 1.203
N 3.422 0.502 -0.901
O 4.341 0.752 -0.104
C -1.262 -0.521 -0.539
H -3.028 -1.919 0.727
H -4.388 -0.350 0.711
H -3.839 -1.321 -0.890
H -3.242 1.958 0.196
H -0.708 3.255 0.588
H 1.361 1.699 -0.273
H 1.110 -1.858 -0.390
H 1.558 -1.176 -1.964
H 2.208 0.050 2.149
H 3.788 -0.869 1.199
H 2.084 -1.592 1.110
H -1.101 -1.643 -0.811
*
```

***

(2)
# C14H17BF6HgN6O

C14H17BF6HgN6O as an isolated structure at a distorted geometry (wB97M-V/def2-TZVPD, the Open Molecules 2025 dataset).

Properties
E in eV: -46937.4879
LUMO level in Ha: -0.0850
Frontier orbital gap in eV: 6.223

ORCA input file:
```
! RIJCOSX wB97M-V def2-TZVPD def2/J DEFGRID3
* xyz 0 1
H 2.966 -2.313 -0.870
N 2.205 -0.349 -1.042
B 1.479 2.015 -1.936
N 2.318 0.672 -1.952
C 3.155 0.254 -2.936
Hg 0.856 -1.014 0.574
H 3.381 0.914 -3.761
C 3.570 -1.050 -2.662
H 4.218 -1.685 -3.233
C 2.956 -1.400 -1.456
H 1.713 2.613 -2.943
C -2.508 1.792 3.789
H -3.400 1.232 4.136
H -2.110 1.302 2.899
H -2.821 2.826 3.533
N 1.684 2.985 -0.712
N -0.012 1.574 -1.923
N 1.135 2.584 0.496
N -0.493 0.649 -1.030
C 2.287 4.187 -0.537
C -0.983 1.928 -2.796
H 2.729 4.706 -1.369
H -0.762 2.600 -3.608
C 2.205 4.523 0.813
C -2.152 1.266 -2.428
C 1.539 3.436 1.419
C -1.793 0.461 -1.322
H 2.553 5.410 1.308
H -3.115 1.337 -2.892
H 1.370 3.252 2.469
H -2.399 -0.250 -0.784
H -1.766 1.810 4.561
C -1.086 -4.461 0.117
C -1.309 -3.141 0.853
O -1.012 -2.090 0.047
C -2.829 -2.882 1.276
F -3.368 -3.880 2.029
F -2.963 -1.717 1.980
F -3.591 -2.758 0.155
C -0.443 -3.234 2.186
F -0.721 -4.332 2.931
F 0.910 -3.343 1.871
F -0.561 -2.145 3.000
H -1.594 -4.402 -0.851
H -1.430 -5.333 0.686
H -0.010 -4.548 -0.086
*
```

***

(3)
# C8H28O10

A 6-piece molecular cluster, C8H28O10 overall at a distorted geometry (wB97M-V/def2-TZVPD, the Open Molecules 2025 dataset).

Properties
E in eV: -29212.4971
LUMO level (spin up / spin down) in Ha: -0.0918 / -0.3446
Frontier orbital gap (spin up / spin down) in eV: 10.085 / 2.607
<S²>: 0.755

ORCA input file:
```
! RIJCOSX wB97M-V def2-TZVPD def2/J DEFGRID3
* xyz 1 2
C 2.125 -2.922 2.043
C 1.846 -1.427 2.396
O 1.788 -0.593 1.313
O 3.513 -3.201 1.911
H 1.572 -3.216 1.151
H 1.739 -3.550 2.846
H 2.568 -0.944 3.053
H 0.963 -1.454 3.034
H 2.635 -0.602 0.862
H 3.842 -3.788 2.595
C -2.117 -3.446 -2.306
C -1.246 -4.385 -3.050
O -0.031 -3.782 -3.616
O -1.451 -2.564 -1.509
H -2.697 -4.089 -1.644
H -2.710 -2.825 -2.978
H -1.712 -4.759 -3.961
H -0.812 -5.200 -2.470
H 0.235 -2.991 -3.141
H -1.027 -1.848 -1.989
C 1.636 3.658 0.001
C 2.892 4.023 0.852
O 3.892 4.386 -0.074
O 1.836 2.549 -0.821
H 1.271 4.578 -0.456
H 0.773 3.318 0.573
H 3.018 3.149 1.491
H 2.566 4.828 1.510
H 4.161 5.307 -0.078
H 2.747 2.735 -1.060
C -4.168 2.621 1.690
C -2.953 2.040 0.894
O -3.000 0.639 0.777
O -4.087 2.009 2.970
H -5.143 2.503 1.218
H -4.015 3.674 1.929
H -2.028 2.287 1.415
H -2.747 2.547 -0.049
H -2.175 0.300 0.422
H -4.164 1.059 2.849
O -0.364 0.255 -0.258
H 0.438 -0.007 0.194
H -0.137 1.079 -0.691
O -0.058 -0.747 -3.051
H 0.839 -0.543 -2.785
H -0.051 -0.662 -4.005
*
```

***

Please write out number 1 again, unchanged.
# C9H12N2O

The molecule C9H12N2O at a distorted geometry (wB97M-V/def2-TZVPD, the Open Molecules 2025 dataset).

Properties
E in eV: -14547.1016
LUMO level in Ha: 0.0188
Frontier orbital gap in eV: 9.423
SMILES string: Cc1cccc(CN(C)N=O)c1

ORCA input file:
```
! RIJCOSX wB97M-V def2-TZVPD def2/J DEFGRID3
* xyz 0 1
C -3.410 -0.848 0.178
C -2.428 0.047 -0.370
C -2.121 1.437 0.082
C -0.938 2.198 0.146
C 0.191 1.532 -0.379
C 0.032 0.215 -0.695
C 1.216 -0.707 -0.800
N 2.437 -0.174 -0.171
C 2.718 -0.669 1.203
N 3.422 0.502 -0.901
O 4.341 0.752 -0.104
C -1.262 -0.521 -0.539
H -3.028 -1.919 0.727
H -4.388 -0.350 0.711
H -3.839 -1.321 -0.890
H -3.242 1.958 0.196
H -0.708 3.255 0.588
H 1.361 1.699 -0.273
H 1.110 -1.858 -0.390
H 1.558 -1.176 -1.964
H 2.208 0.050 2.149
H 3.788 -0.869 1.199
H 2.084 -1.592 1.110
H -1.101 -1.643 -0.811
*
```

***

Question: Which formula does entry 2 have?
Answer: C14H17BF6HgN6O

***

Repeat the second record exactly.
# C14H17BF6HgN6O

C14H17BF6HgN6O as an isolated structure at a distorted geometry (wB97M-V/def2-TZVPD, the Open Molecules 2025 dataset).

Properties
E in eV: -46937.4879
LUMO level in Ha: -0.0850
Frontier orbital gap in eV: 6.223

ORCA input file:
```
! RIJCOSX wB97M-V def2-TZVPD def2/J DEFGRID3
* xyz 0 1
H 2.966 -2.313 -0.870
N 2.205 -0.349 -1.042
B 1.479 2.015 -1.936
N 2.318 0.672 -1.952
C 3.155 0.254 -2.936
Hg 0.856 -1.014 0.574
H 3.381 0.914 -3.761
C 3.570 -1.050 -2.662
H 4.218 -1.685 -3.233
C 2.956 -1.400 -1.456
H 1.713 2.613 -2.943
C -2.508 1.792 3.789
H -3.400 1.232 4.136
H -2.110 1.302 2.899
H -2.821 2.826 3.533
N 1.684 2.985 -0.712
N -0.012 1.574 -1.923
N 1.135 2.584 0.496
N -0.493 0.649 -1.030
C 2.287 4.187 -0.537
C -0.983 1.928 -2.796
H 2.729 4.706 -1.369
H -0.762 2.600 -3.608
C 2.205 4.523 0.813
C -2.152 1.266 -2.428
C 1.539 3.436 1.419
C -1.793 0.461 -1.322
H 2.553 5.410 1.308
H -3.115 1.337 -2.892
H 1.370 3.252 2.469
H -2.399 -0.250 -0.784
H -1.766 1.810 4.561
C -1.086 -4.461 0.117
C -1.309 -3.141 0.853
O -1.012 -2.090 0.047
C -2.829 -2.882 1.276
F -3.368 -3.880 2.029
F -2.963 -1.717 1.980
F -3.591 -2.758 0.155
C -0.443 -3.234 2.186
F -0.721 -4.332 2.931
F 0.910 -3.343 1.871
F -0.561 -2.145 3.000
H -1.594 -4.402 -0.851
H -1.430 -5.333 0.686
H -0.010 -4.548 -0.086
*
```